No. 1
# C11H32B3Be2Cl24

A structure of composition C11H32B3Be2Cl24 in a non-equilibrium geometry (ωB97M-V with the def2-TZVPD basis set, the Open Molecules 2025 dataset).

```
! RIJCOSX wB97M-V def2-TZVPD def2/J DEFGRID3
* xyz 1 1
Cl -2.60 -3.24 2.87
Cl -0.28 -1.19 4.86
Cl -2.30 0.45 6.06
Cl -2.96 -5.21 -0.52
Cl 0.97 5.48 -4.22
Cl -5.35 -1.87 -3.71
Cl -2.12 4.77 2.61
Cl 2.34 -1.98 1.05
Cl 0.81 -7.01 -0.57
Cl 3.72 4.70 1.32
Cl -2.41 -4.30 -3.27
Cl 3.58 0.70 -0.79
Cl 3.11 3.54 -4.01
Cl 2.09 -3.49 3.58
Cl 0.09 5.96 1.01
Cl 0.42 1.39 5.83
Cl -4.66 3.03 -1.48
Cl 1.18 3.89 -1.76
Cl 3.84 -1.70 -2.44
Cl 4.88 2.27 2.57
Cl -2.30 -1.16 0.88
Cl -3.15 -0.70 -2.34
Cl 0.16 -4.88 1.42
Cl -2.01 2.26 -0.66
C 1.34 -5.45 0.14
C 2.78 -2.00 2.83
C 3.49 3.38 2.53
C -0.49 4.51 1.94
C -0.81 0.49 5.01
C 4.74 -0.45 -1.59
C -3.29 3.48 -0.47
C -2.91 -3.89 -1.66
C -4.50 -0.35 -3.35
C -3.34 -1.76 2.16
C 1.45 3.95 -3.51
B 0.56 1.23 1.60
B 0.20 -2.56 -1.70
B 0.62 0.44 -2.94
Be 0.64 -1.76 -4.16
Be 0.50 -0.27 -0.49
H 1.02 1.69 0.74
H -0.54 3.61 1.33
H 2.54 2.88 2.38
H 5.37 0.04 -2.34
H -4.04 -0.10 -4.31
H 2.32 -5.49 0.60
H -4.32 -2.08 1.78
H 5.36 -0.94 -0.85
H 1.36 -4.75 -0.70
H 3.86 -1.91 2.91
H -0.47 1.01 1.33
H -2.17 -3.22 -1.22
H 3.45 3.94 3.47
H -3.94 -3.52 -1.63
H 0.86 3.11 -3.88
H 0.22 4.31 2.74
H 1.06 0.29 1.79
H -0.52 -1.89 -2.15
H -1.02 0.91 4.03
H -3.63 3.45 0.57
H 2.28 -1.16 3.32
H 0.73 1.31 -2.30
H 1.23 -2.29 -1.82
H -5.04 0.52 -2.98
H -3.45 -0.99 2.92
H -2.96 4.51 -0.61
H -0.38 0.06 -2.80
H 0.61 1.86 2.46
H 0.01 -3.52 -2.17
H 0.00 -2.61 -0.64
H 0.82 0.64 -3.98
H 1.31 -0.33 -2.63
*
```

For the total energy, the calculation gives -11586.10576 Ha. The value obtained for the LUMO energy is -8.93 eV. As for the gap between HOMO and LUMO: 3.60 eV.

Here are the Löwdin charges for atoms 1 to 2, given in e:
1 Cl 0.49
2 Cl 0.52


No. 2
# C2H28O11S2

A cluster of 12 separate species, C2H28O11S2 in total in a non-equilibrium geometry (ωB97M-V with the def2-TZVPD basis set, the Open Molecules 2025 dataset).

```
! RIJCOSX wB97M-V def2-TZVPD def2/J DEFGRID3
* xyz 0 1
S -1.78 1.55 -3.07
S -2.76 1.65 -1.23
O 0.72 -2.11 2.04
O 1.98 -1.10 -2.41
O -3.95 -2.84 0.80
O -1.27 -2.93 0.53
O 1.41 2.72 -2.28
O 2.97 -2.63 0.73
O -0.59 -1.69 -1.87
O -0.49 4.17 -0.99
O 1.35 3.36 0.72
O 2.25 -0.50 3.53
O 2.48 0.98 0.31
C -2.49 0.18 -0.07
C -2.37 0.60 1.33
H 2.42 -2.05 0.15
H 2.99 -2.07 1.50
H -4.49 -2.03 0.59
H -0.64 2.22 -2.93
H -0.16 -2.36 1.65
H 1.62 -1.16 3.26
H 2.18 -0.50 -1.83
H -1.11 -2.65 -0.33
H 1.62 2.41 0.39
H 2.99 -1.01 3.51
H -1.17 4.61 -0.58
H -1.34 0.79 1.63
H 3.35 1.32 0.70
H 1.09 3.68 -2.37
H 0.02 4.01 -0.35
H 2.81 -1.37 -2.79
H 1.97 3.97 0.36
H 0.32 -1.72 -2.03
H -3.44 -0.52 -0.19
H -1.59 -0.52 -0.40
H -3.09 1.47 1.48
H -3.12 -2.45 0.99
H 1.50 2.49 -3.23
H -2.82 -0.19 2.01
H -1.57 -3.82 0.52
H 1.24 -2.89 1.86
H 2.02 0.54 1.12
H -1.05 -1.60 -2.76
*
```

For the total energy, the calculation gives -1716.91620 Ha. The energy above the lowest of the compared OMol25 structures with the same formula, charge and spin is 52.51 kcal per mole. The value obtained for the LUMO energy is 0.01 eV. As for the gap between HOMO and LUMO: 8.64 eV. As for the SMILES: CCSS.O.O.O.O.O.O.O.O.O.O.O.

Here are the Löwdin charges for atoms 1 to 2, given in e:
1 S 0.32
2 S 0.43


No. 3
# C3H11NS

A cluster of 2 separate species, C3H11NS in total in a non-equilibrium geometry (ωB97M-V with the def2-TZVPD basis set, the Open Molecules 2025 dataset).

```
! RIJCOSX wB97M-V def2-TZVPD def2/J DEFGRID3
* xyz 0 1
S -1.46 0.74 1.02
N 1.51 -0.21 -1.90
C -0.01 -0.21 1.57
C 1.61 1.23 -1.69
C -2.53 -0.77 1.11
H 0.88 -0.42 -2.63
H -0.03 -1.21 1.14
H 0.73 1.87 -1.72
H -2.40 -1.06 2.17
H 2.29 1.62 -2.45
H 0.02 -0.32 2.66
H 2.15 -0.89 -1.54
H -3.60 -0.58 1.18
H 0.87 0.36 1.28
H -2.15 -1.60 0.54
H 2.13 1.43 -0.75
*
```

For the total energy, the calculation gives -573.78768 Ha. The energy above the lowest of the compared OMol25 structures with the same formula, charge and spin is 27.50 kcal per mole. The value obtained for the LUMO energy is 1.04 eV. As for the gap between HOMO and LUMO: 9.46 eV. As for the SMILES: CSC.CN.

Here are the Löwdin charges for atoms 1 to 2, given in e:
1 S 0.70
2 N -0.06


No. 4
# C2AsF5NO2ReS4

A structure of composition C2AsF5NO2ReS4 in a non-equilibrium geometry (ωB97M-V with the def2-TZVPD basis set, the Open Molecules 2025 dataset).

```
! RIJCOSX wB97M-V def2-TZVPD def2/J DEFGRID3
* xyz 2 1
Re -0.62 0.25 0.35
As -2.48 -1.44 -3.24
S -1.59 -3.19 -3.29
S -3.82 -0.04 -3.49
S -0.41 0.05 -1.71
S -2.47 -0.41 0.96
F 3.15 -0.29 1.77
F 1.78 0.96 0.58
F 2.41 -1.02 -0.13
F 0.50 0.04 2.61
F 0.73 -2.05 1.96
O 0.55 3.13 -0.43
O -0.75 1.91 0.96
N 0.08 3.24 0.56
C 0.79 -0.80 1.58
C 2.13 -0.35 0.97
*
```

For the total energy, the calculation gives -4686.75860 Ha. The value obtained for the LUMO energy is -10.54 eV. As for the gap between HOMO and LUMO: 7.39 eV.

Here are the Löwdin charges for atoms 1 to 2, given in e:
1 Re 0.85
2 As 0.14


No. 5
# C2I3O2

A structure of composition C2I3O2 in a non-equilibrium geometry (ωB97M-V with the def2-TZVPD basis set, the Open Molecules 2025 dataset).

```
! RIJCOSX wB97M-V def2-TZVPD def2/J DEFGRID3
* xyz -1 1
I -1.86 0.43 0.57
I -0.19 -2.76 0.68
I 1.26 0.14 2.30
O -0.12 0.15 -2.12
O 0.63 1.82 -0.78
C 0.25 0.82 -1.24
C 0.04 -0.59 0.60
*
```

For the total energy, the calculation gives -1119.81202 Ha. The energy above the lowest of the compared OMol25 structures with the same formula, charge and spin is 18.29 kcal per mole. The value obtained for the LUMO energy (spin up / spin down) is 2.76 / 2.76 eV. As for the gap between HOMO and LUMO (spin up / spin down): 6.51 / 6.51 eV.

Here are the Löwdin charges for atoms 1 to 2, given in e:
1 I 0.61
2 I 0.42


No. 6
# C7H6N2O3Pt

A structure of composition C7H6N2O3Pt in a non-equilibrium geometry (ωB97M-V with the def2-TZVPD basis set, the Open Molecules 2025 dataset).

```
! RIJCOSX wB97M-V def2-TZVPD def2/J DEFGRID3
* xyz 2 3
Pt 0.00 0.70 -2.25
O 0.00 2.42 -4.81
O 2.70 -0.63 -2.80
O -2.70 -0.62 -2.80
N 0.00 -0.09 -0.22
N 0.00 -0.09 1.97
C 0.00 0.34 3.36
C 0.00 -1.41 0.19
C -1.67 -0.17 -2.55
C 0.00 -1.42 1.56
C 1.66 -0.17 -2.55
C 0.00 0.69 0.86
C 0.00 1.79 -3.84
H 0.00 1.78 0.90
H -0.01 -2.24 -0.49
H 0.87 -0.03 3.90
H 0.01 1.43 3.43
H -0.87 -0.03 3.90
H 0.00 -2.26 2.22
*
```

For the total energy, the calculation gives -724.15915 Ha. The energy above the lowest of the compared OMol25 structures with the same formula, charge and spin is 0.00 kcal per mole. The value obtained for the LUMO energy (spin up / spin down) is -8.43 / -12.86 eV. As for the gap between HOMO and LUMO (spin up / spin down): 8.77 / 4.45 eV. As for the expectation value of S²: 2.014.

Here are the Löwdin charges for atoms 1 to 2, given in e:
1 Pt 1.31
2 O 0.23